DFT (ωB97M-V/def2-TZVPD) results for a cluster of 2 separate species, C3H5Br2NS in total.

Last column: Mulliken charge in e.
Element x y z (Å)
C: -0.432 -2.739 -1.252  -0.507
C: -1.455 -1.955 -0.994  -0.487
C: -0.518 2.612 -0.306  -0.015
N: -0.005 1.527 -0.031  -0.217
S: 0.632 0.333 -0.800  0.105
Br: -0.572 3.457 -2.128  -0.166
Br: 0.858 0.285 -2.918  -0.079
H: 0.116 -3.348 -0.533  0.231
H: -0.020 -2.720 -2.230  0.277
H: -1.960 -1.522 -1.900  0.232
H: -1.858 -1.917 0.011  0.262
H: -1.219 3.112 0.381  0.364

Structure (SMILES)   Br/C=N\SBr.C=C
E_tot   -155599.9048 eV
Frontier orbital gap   8.39 eV
Spin multiplicity   1
Energy relative to the best compared isomer or geometry (same formula, charge and spin)   6.9 kcal per mole

***

DFT (ωB97M-V/def2-TZVPD) results for a structure of composition C3H5Br3O.

Last column: Mulliken charge in e.
Element x y z (Å)
C: -0.089 0.932 1.920  -0.916
C: 0.650 1.310 0.754  -0.402
C: -0.369 -1.355 -1.553  0.100
O: 0.511 -1.860 -2.385  -0.295
Br: 1.577 -0.176 0.059  -0.078
Br: -1.950 -2.509 -1.424  -0.142
Br: -1.091 0.435 -2.061  -0.114
H: 0.587 0.743 2.702  0.347
H: -0.778 1.750 2.313  0.284
H: -0.710 0.081 1.830  0.310
H: 0.335 1.966 0.006  0.552
H: 1.328 -1.317 -2.161  0.354

E_tot   -215362.7841 eV
Frontier orbital gap (alpha / beta)   8.18 / 7.65 eV
Spin multiplicity   1
Energy relative to the best compared isomer or geometry (same formula, charge and spin)   76.9 kcal per mole

***

DFT (ωB97M-V/def2-TZVPD) results for a cluster of 2 separate species, C3H5BrClNO3 in total.

Last column: Mulliken charge in e.
Element x y z (Å)
C: -1.935 0.370 -0.754  -1.365
C: -0.759 0.035 0.176  0.584
C: 0.561 0.248 -0.521  -0.142
N: 2.531 -1.168 0.672  0.769
O: 2.465 -2.340 0.864  -0.475
O: 3.314 -0.307 0.923  -0.386
O: -0.868 0.854 1.300  -0.523
Cl: 0.778 -0.414 -2.082  -0.144
Br: 1.575 1.742 -0.082  0.030
H: -2.862 0.179 -0.222  0.342
H: -1.893 -0.239 -1.654  0.425
H: -1.896 1.426 -1.021  0.327
H: -0.828 -1.034 0.451  0.214
H: -0.185 0.648 1.948  0.345

E_tot   -93384.3183 eV
Frontier orbital gap (alpha / beta)   6.81 / 9.47 eV
Spin multiplicity   1
Energy relative to the best compared isomer or geometry (same formula, charge and spin)   22.7 kcal per mole

***

DFT (ωB97M-V/def2-TZVPD) results for a structure of composition C3H5BrNO2P.

Last column: Mulliken charge in e.
Element x y z (Å)
C: -0.874 -1.055 -0.659  0.113
C: -0.186 0.241 -0.941  0.473
C: 0.870 2.152 0.185  -0.670
N: 0.980 -2.233 0.902  -0.404
O: -0.331 0.779 -2.001  -0.524
O: 0.359 0.827 0.145  -0.280
P: -0.509 -1.888 0.920  0.185
Br: -0.917 -2.098 -2.104  0.080
H: 0.161 2.981 -0.003  0.285
H: 1.676 2.263 -0.535  0.304
H: 1.316 2.203 1.166  0.261
H: -1.118 -1.162 2.094  0.094
H: -1.428 -3.009 0.830  0.082

E_tot   -88102.5592 eV
Frontier orbital gap (alpha / beta)   6.35 / 6.34 eV
Spin multiplicity   1
Energy relative to the best compared isomer or geometry (same formula, charge and spin)   102.3 kcal per mole

***

DFT (ωB97M-V/def2-TZVPD) results for a cluster of 2 separate species, C3H5BrO in total.

Last column: Mulliken charge in e.
Element x y z (Å)
C: 1.548 -0.424 0.070  0.371
C: -1.293 -0.236 0.060  -0.666
C: -0.163 0.726 -0.111  -0.510
O: 1.407 -1.558 -0.210  -0.390
Br: 3.117 0.488 0.716  -0.142
H: -0.803 -1.259 -0.049  0.218
H: -1.996 -0.044 -0.819  0.229
H: -1.807 -0.363 1.078  0.273
H: -0.127 1.691 0.476  0.351
H: 0.116 0.979 -1.211  0.265

E_tot   -75279.9303 eV
Frontier orbital gap   9.63 eV
Spin multiplicity   1
Energy relative to the best compared isomer or geometry (same formula, charge and spin)   31.1 kcal per mole

***

DFT (ωB97M-V/def2-TZVPD) results for an isolated molecule of C3H5BrO2.

Last column: Mulliken charge in e.
Element x y z (Å)
C: 0.674 0.624 -0.006  0.130
C: 1.731 -0.367 -0.400  0.478
C: -0.746 0.255 0.421  -1.081
O: 1.153 0.526 -1.317  -0.406
O: 1.500 -1.688 -0.576  -0.458
Br: 3.571 0.107 0.165  -0.205
H: 1.215 1.558 0.394  0.354
H: -1.244 0.966 1.032  0.311
H: -0.522 -0.702 0.963  0.265
H: -1.367 0.059 -0.485  0.269
H: 2.358 -2.069 -0.882  0.343

Structure (SMILES)   C[C@@H]1O[C@@]1(O)Br
E_tot   -77327.8346 eV
Frontier orbital gap   10.86 eV
Spin multiplicity   1
Energy relative to the best compared isomer or geometry (same formula, charge and spin)   33.5 kcal per mole

***

DFT (ωB97M-V/def2-TZVPD) results for a cluster of 2 separate species, C3H5BrS in total.

Last column: Mulliken charge in e.
Element x y z (Å)
C: 0.360 3.654 1.623  0.108
C: 1.278 2.938 1.834  -0.504
C: -0.866 0.263 1.110  -0.673
S: 0.405 0.205 -0.330  -0.208
Br: 2.660 1.828 2.211  0.040
H: 0.855 -0.999 -0.151  0.102
H: -0.365 4.380 1.473  0.371
H: -0.221 0.431 1.913  0.211
H: -1.488 -0.542 1.257  0.376
H: -1.394 0.968 0.528  0.176

Structure (SMILES)   C#CBr.CS
E_tot   -84066.3627 eV
Frontier orbital gap   9.61 eV
Spin multiplicity   1
Energy relative to the best compared isomer or geometry (same formula, charge and spin)   67.2 kcal per mole

***

DFT (ωB97M-V/def2-TZVPD) results for a cluster of 2 separate species, C3H5BrSi in total.

Last column: Mulliken charge in e.
Element x y z (Å)
C: 0.767 1.702 0.388  0.192
C: 0.712 0.549 0.121  -0.729
C: -2.435 0.813 -0.390  -0.257
Si: 1.079 -1.242 -0.166  0.371
Br: -2.993 -0.524 0.564  0.079
H: -1.715 0.395 -1.032  0.159
H: 0.681 2.693 0.687  0.425
H: -0.048 -1.718 0.670  -0.073
H: 2.333 -1.273 0.631  -0.095
H: 1.621 -1.395 -1.473  -0.071

E_tot   -81105.1644 eV
Frontier orbital gap   8.10 eV
Spin multiplicity   1
Energy relative to the best compared isomer or geometry (same formula, charge and spin)   142.5 kcal per mole

***

DFT (ωB97M-V/def2-TZVPD) results for a structure of composition C3H5CeLiO4.

Last column: Mulliken charge in e.
Element x y z (Å)
Li: 0.961 0.127 2.240  0.883
Ce: 1.725 0.512 -0.771  1.610
O: -0.789 1.610 0.259  -0.695
O: -0.878 -0.058 -1.389  -0.691
O: -0.717 -0.611 0.835  -0.428
C: 0.007 -1.838 0.549  -0.140
C: 1.476 -1.656 0.175  -1.248
C: -1.334 0.181 -0.191  0.476
H: -0.092 -2.346 1.523  0.327
H: -0.577 -2.343 -0.233  0.295
H: 1.743 -2.446 -0.547  0.348
H: 2.106 -1.835 1.070  0.377
O: -2.678 0.006 0.067  -0.474
H: -3.130 0.778 -0.291  0.360

E_tot   -24504.5882 eV
Frontier orbital gap (alpha / beta)   5.40 / 5.47 eV
Spin multiplicity   2
Total charge   +1

***

DFT (ωB97M-V/def2-TZVPD) results for an isolated molecule of C3H5Cl.

Last column: Mulliken charge in e.
Element x y z (Å)
C: -0.412 -1.020 0.076  -0.902
C: 0.583 0.225 0.207  0.495
C: 0.149 1.488 0.063  -0.670
H: -1.515 -0.949 -0.390  0.269
H: -0.692 -1.861 0.970  0.239
H: -0.272 -1.868 -0.773  0.263
H: -0.999 1.836 -0.290  0.176
H: 0.757 2.323 0.111  0.340
Cl: 2.400 -0.174 0.026  -0.209

Structure (SMILES)   C=C(C)Cl
E_tot   -15711.5106 eV
Frontier orbital gap   10.41 eV
Spin multiplicity   1
Energy relative to the best compared isomer or geometry (same formula, charge and spin)   53.9 kcal per mole

***

DFT (ωB97M-V/def2-TZVPD) results for an isolated molecule of C3H5Cl.

Last column: Mulliken charge in e.
Element x y z (Å)
C: -0.461 -0.144 -0.917  -0.229
C: -1.609 1.241 -0.705  -0.225
C: 0.377 -0.245 0.261  -0.787
Cl: -2.863 1.425 -1.754  -0.131
H: -0.158 -0.605 -1.771  0.446
H: -1.589 1.418 0.435  0.231
H: 0.445 -1.317 0.702  0.247
H: 1.444 -0.008 0.124  0.230
H: -0.049 0.360 1.072  0.218

Structure (SMILES)   C/C=C/Cl
E_tot   -15710.0884 eV
Frontier orbital gap (alpha / beta)   8.70 / 8.48 eV
Spin multiplicity   1
Energy relative to the best compared isomer or geometry (same formula, charge and spin)   86.7 kcal per mole

***

DFT (ωB97M-V/def2-TZVPD) results for an isolated molecule of C3H5Cl.

Last column: Mulliken charge in e.
Element x y z (Å)
C: 0.214 -0.282 0.284  0.119
C: -0.108 0.730 1.115  -0.273
C: -0.042 -0.315 -1.163  -1.123
Cl: 0.110 0.742 2.805  -0.182
H: 0.871 -1.170 0.784  0.199
H: -0.835 1.567 0.843  0.276
H: -0.495 0.485 -1.626  0.383
H: 0.909 -0.607 -1.512  0.285
H: -0.624 -1.149 -1.529  0.317

Structure (SMILES)   C/C=C/Cl
E_tot   -15713.2056 eV
Frontier orbital gap   10.29 eV
Spin multiplicity   1
Energy relative to the best compared isomer or geometry (same formula, charge and spin)   14.8 kcal per mole

***

Q: What is the E_tot in the eighth record?
A: -81105.1644 eV

***

Copy entry 7 word for word.
DFT (ωB97M-V/def2-TZVPD) results for a cluster of 2 separate species, C3H5BrS in total.

Last column: Mulliken charge in e.
Element x y z (Å)
C: 0.360 3.654 1.623  0.108
C: 1.278 2.938 1.834  -0.504
C: -0.866 0.263 1.110  -0.673
S: 0.405 0.205 -0.330  -0.208
Br: 2.660 1.828 2.211  0.040
H: 0.855 -0.999 -0.151  0.102
H: -0.365 4.380 1.473  0.371
H: -0.221 0.431 1.913  0.211
H: -1.488 -0.542 1.257  0.376
H: -1.394 0.968 0.528  0.176

Structure (SMILES)   C#CBr.CS
E_tot   -84066.3627 eV
Frontier orbital gap   9.61 eV
Spin multiplicity   1
Energy relative to the best compared isomer or geometry (same formula, charge and spin)   67.2 kcal per mole